Record 1
Entry from OMol25: C44H40AlF17N7O8S3 as an isolated structure at a distorted geometry (ωB97M-V with the def2-TZVPD basis set).

Output
Total charge: -1
Frontier orbital gap in hartree: 0.20193
LUMO energy in eV: 0.49

CARTESIAN COORDINATES (ANGSTROEM)
C 3.2206 -0.1835 3.0970
C 2.9606 1.4006 2.9900
N 3.9355 2.1718 3.4812
C 1.6491 2.0602 2.3600
Al 1.4449 1.6940 0.3173
S 1.6700 -0.5377 -0.1321
C -0.5042 2.2566 -0.1240
C -1.4472 2.1011 1.1674
C -1.6850 0.5485 1.5752
S -3.4373 0.1451 1.0308
C -3.5289 -1.6698 0.7303
S -3.1537 -2.7319 2.0023
N -3.9394 -2.3102 -0.5383
C -5.1922 -1.9212 -1.1599
C -5.1677 -2.8953 -2.3754
N -3.9879 -3.7328 -2.4547
C -3.2406 -3.3315 -1.2893
C 2.7527 2.9003 -0.6873
C 3.8081 2.0896 -1.6411
C 5.1283 1.6569 -0.7955
F 5.6311 2.8527 -0.2246
F 4.6042 0.8805 0.3036
C 6.1128 0.8474 -1.7466
F 5.8853 1.2307 -3.1170
F 5.6882 -0.5295 -1.6942
C 7.6816 1.0019 -1.5061
F 8.1240 2.3737 -1.4776
F 8.3119 0.5081 -2.7092
C 8.2629 0.3488 -0.1691
F 7.5798 0.9245 0.9542
F 9.6053 0.8627 -0.0487
C 8.3547 -1.2408 -0.0997
F 9.7067 -1.5533 0.2982
F 8.1473 -1.9436 -1.3058
C 7.4292 -1.9448 1.0157
F 7.9822 -1.5826 2.2947
F 6.0883 -1.5036 1.0290
C 7.3946 -3.5460 0.9583
F 8.5586 -4.1617 0.4519
F 7.2835 -3.9876 2.3253
C 6.1310 -4.1797 0.1956
F 5.7411 -3.5059 -0.9718
F 5.0374 -4.4149 1.0830
F 6.5351 -5.4926 -0.2266
H 3.5091 -0.6671 2.1041
H 2.2764 -0.6859 3.4832
H 4.0766 -0.3931 3.8447
H 3.6624 3.1636 3.3662
H 1.6780 3.1775 2.6069
H 0.7495 1.6028 2.9025
H 0.9925 -1.2480 0.8462
H -0.4953 3.3612 -0.4156
H -0.8800 1.5488 -0.9382
H -1.0614 2.6577 2.0938
H -2.4790 2.5476 0.9317
H -1.6382 0.3749 2.7115
H -0.9261 -0.1461 1.0821
H -5.9577 -1.1455 -0.8510
H -6.0591 -2.8931 -3.0994
H -2.2204 -3.7644 -0.9828
H 3.2715 3.6444 0.0089
H 2.1182 3.5352 -1.4119
H 4.0717 2.8422 -2.4801
H 3.2750 1.1693 -2.0957
C 2.1423 3.8374 -7.6918
C 1.9245 4.8908 -6.8088
C 1.5203 4.6330 -5.5029
C 1.3417 3.3140 -5.0906
C 1.5508 2.2554 -5.9718
C 1.9521 2.5227 -7.2767
N 0.9407 3.0361 -3.7093
O 0.7479 3.9915 -2.9710
O 0.8256 1.8652 -3.3766
H 2.4632 4.0422 -8.7090
H 2.0729 5.9140 -7.1381
H 1.3540 5.4625 -4.8245
H 1.4091 1.2264 -5.6596
H 2.1207 1.7054 -7.9702
C -7.5298 -1.0419 -8.1807
C -7.7681 -0.0143 -7.2728
C -8.1833 -0.3104 -5.9789
C -8.3525 -1.6418 -5.6033
C -8.1228 -2.6748 -6.5098
C -7.7106 -2.3691 -7.8025
N -8.7651 -1.9596 -4.2343
O -8.9754 -1.0270 -3.4714
O -8.8722 -3.1422 -3.9301
H -7.2003 -0.8071 -9.1884
H -7.6269 1.0185 -7.5735
H -8.3655 0.4994 -5.2810
H -8.2568 -3.7131 -6.2265
H -7.5260 -3.1659 -8.5152
C 2.9478 0.6729 9.4865
C 2.3979 1.5010 8.5125
C 1.9412 0.9604 7.3151
C 2.0363 -0.4139 7.1059
C 2.5927 -1.2476 8.0736
C 3.0494 -0.6978 9.2668
N 1.5337 -0.9898 5.8571
O 1.0704 -0.2246 5.0257
O 1.6037 -2.2035 5.7188
H 3.2983 1.0979 10.4224
H 2.3227 2.5690 8.6883
H 1.5149 1.6164 6.5639
H 2.6746 -2.3174 7.9157
H 3.4817 -1.3384 10.0285
C -6.8801 -1.8680 1.8802
C -8.2089 -1.5778 1.5841
C -9.0705 -1.1547 2.5906
C -8.5881 -1.0215 3.8916
C -7.2602 -1.3179 4.1952
C -6.4069 -1.7428 3.1821
N -9.4850 -0.5523 4.9504
O -10.6487 -0.3197 4.6509
O -9.0199 -0.4157 6.0732
H -6.2096 -2.1928 1.0916
H -8.5725 -1.6790 0.5663
H -10.1034 -0.9318 2.3470
H -6.8782 -1.2216 5.2057
H -5.3701 -1.9738 3.4064

=====

Record 2
Entry from OMol25: a 6-piece molecular cluster, C44H40F5NO3 overall at a distorted geometry (ωB97M-V with the def2-TZVPD basis set).

Output
Energy relative to the best compared isomer or geometry (same formula, charge and spin) in kcal per mole: 0.00
SMILES string: CCOc1ccc(CCN)c2c1C(=O)C=CC2=O.Fc1ccccc1.Fc1ccccc1.Fc1ccccc1.Fc1ccccc1.Fc1ccccc1
Frontier orbital gap in hartree: 0.29361
LUMO energy in eV: -0.88

CARTESIAN COORDINATES (ANGSTROEM)
C 0.5990 -1.0816 -0.7317
C 0.2815 -1.6623 0.6320
O -0.6187 -0.8374 1.4048
C -0.5196 0.5022 1.1838
C 0.6371 1.1535 1.5977
C 0.7861 2.4854 1.3510
C -0.1930 3.2391 0.7212
C 0.1037 4.6998 0.4934
C 1.4011 4.8883 -0.3533
N 1.5108 3.9903 -1.5025
C -1.3770 2.6135 0.3466
C -1.5272 1.2219 0.5700
C -2.7602 0.5052 0.1177
O -3.1001 -0.5901 0.5062
C -3.5996 1.2152 -0.8810
C -3.4763 2.5193 -1.0731
C -2.5185 3.3392 -0.2925
O -2.7284 4.5300 -0.1955
H 1.3709 -0.3169 -0.6748
H 0.9883 -1.8585 -1.3908
H -0.2777 -0.6659 -1.2113
H -0.1945 -2.6286 0.5109
H 1.2083 -1.7684 1.1999
H 1.4142 0.5994 2.1039
H 1.7003 2.9768 1.6568
H 0.2774 5.1580 1.4683
H -0.6779 5.2072 -0.0452
H 2.2844 4.7594 0.2683
H 1.3742 5.8985 -0.7598
H 0.6224 3.8510 -1.9637
H 1.9292 3.1036 -1.2579
H -4.3300 0.6257 -1.4182
H -4.1251 3.0263 -1.7752
F -8.4720 -3.1549 2.3049
C -7.6697 -3.2391 1.2232
C -6.4788 -2.5411 1.2171
C -5.6550 -2.6325 0.1043
C -6.0375 -3.4116 -0.9812
C -7.2418 -4.1023 -0.9535
C -8.0682 -4.0217 0.1581
H -6.2045 -1.9365 2.0714
H -4.7168 -2.0945 0.0881
H -5.3949 -3.4794 -1.8494
H -7.5416 -4.7063 -1.7997
H -9.0079 -4.5557 0.2048
F 3.0459 1.7425 -0.1917
C 4.1336 1.2141 -0.8022
C 5.3570 1.3404 -0.1822
C 6.4724 0.7925 -0.7982
C 6.3465 0.1421 -2.0187
C 5.1015 0.0353 -2.6242
C 3.9776 0.5719 -2.0126
H 5.4287 1.8558 0.7664
H 7.4407 0.8745 -0.3235
H 7.2192 -0.2809 -2.4979
H 5.0027 -0.4672 -3.5769
H 2.9966 0.4957 -2.4635
F 1.2213 -4.5850 -0.4096
C 0.6868 -5.6583 0.2113
C -0.6854 -5.8060 0.2204
C -1.2314 -6.9092 0.8600
C -0.4062 -7.8372 1.4804
C 0.9710 -7.6639 1.4596
C 1.5289 -6.5676 0.8180
H -1.3106 -5.0671 -0.2637
H -2.3046 -7.0425 0.8736
H -0.8368 -8.6942 1.9804
H 1.6156 -8.3838 1.9458
H 2.5993 -6.4152 0.7850
F 4.6604 1.1855 3.3148
C 3.9309 1.6433 4.3563
C 3.6126 0.7679 5.3748
C 2.8706 1.2364 6.4493
C 2.4558 2.5605 6.4898
C 2.7859 3.4214 5.4527
C 3.5318 2.9651 4.3756
H 3.9425 -0.2609 5.3215
H 2.6166 0.5639 7.2574
H 1.8750 2.9200 7.3284
H 2.4601 4.4525 5.4789
H 3.8021 3.6242 3.5607
F -0.8570 0.4602 -2.9951
C -0.7034 1.3289 -4.0182
C -1.2730 2.5778 -3.8864
C -1.1280 3.4918 -4.9194
C -0.4228 3.1401 -6.0628
C 0.1405 1.8748 -6.1709
C 0.0054 0.9547 -5.1401
H -1.8174 2.8153 -2.9823
H -1.5639 4.4778 -4.8302
H -0.3109 3.8525 -6.8688
H 0.6878 1.6007 -7.0626
H 0.4398 -0.0344 -5.2008

=====

Record 3
Entry from OMol25: C44H40IrN4O2P2S2 as an isolated structure (ωB97M-V with the def2-TZVPD basis set).

Output
Total charge: +3
Energy relative to the best compared isomer or geometry (same formula, charge and spin) in kcal per mole: 23.02
Frontier orbital gap in hartree: 0.24419
LUMO energy in eV: -9.22

CARTESIAN COORDINATES (ANGSTROEM)
Ir 0.6242 -0.5824 0.3618
O 1.7527 -1.5535 3.2040
S 1.0013 -0.4747 2.5579
C 1.8093 1.0750 2.8063
C 2.6548 1.2457 3.8865
C 3.2107 2.5031 4.0857
C 2.8899 3.5480 3.2309
C 2.0492 3.3484 2.1423
C 1.5201 2.0879 1.8884
P 0.3534 1.6801 0.5366
C -0.9988 3.8758 -1.4444
C -1.7944 4.8702 -0.8625
C -3.1512 4.9218 -1.1271
C -3.7244 4.0005 -1.9950
C -2.9454 3.0092 -2.5789
C -1.5935 2.9374 -2.2963
C 0.4408 3.8548 -1.2119
C 1.1485 2.5782 -1.1029
C 2.5958 2.6132 -1.0796
C 3.2791 3.7876 -1.0040
C 2.5542 4.9924 -1.0002
C 1.1690 5.0270 -1.0864
C -0.5484 -0.2301 3.3918
C -0.5481 0.1226 4.7328
C -1.7655 0.3093 5.3699
C -2.9526 0.1484 4.6667
C -2.9397 -0.2185 3.3272
C -1.7285 -0.4170 2.6748
P -1.5740 -1.0842 0.9983
C -3.0840 -0.6852 0.1173
C -3.5774 0.6214 0.1631
C -4.7330 0.9426 -0.5309
C -5.3854 -0.0261 -1.2839
C -4.8819 -1.3193 -1.3501
C -3.7325 -1.6540 -0.6508
C -1.4856 -2.8694 1.1836
C -2.4739 -3.5778 1.8672
C -2.3510 -4.9484 2.0212
C -1.2478 -5.6140 1.4962
C -0.2630 -4.9150 0.8132
C -0.3860 -3.5429 0.6581
H 2.8783 0.4184 4.5480
H 3.8852 2.6679 4.9149
H 3.3068 4.5304 3.4081
H 1.8072 4.1813 1.4969
H -1.3558 5.5904 -0.1838
H -3.7604 5.6905 -0.6716
H -4.7783 4.0692 -2.2319
H -3.3911 2.3105 -3.2749
H -0.9869 2.2000 -2.8088
H 0.7645 1.8129 -1.7850
H 3.1333 1.6775 -1.1227
H 4.3595 3.8038 -0.9776
H 3.0943 5.9316 -0.9679
H 0.6666 5.9820 -1.1539
H 0.3794 0.2558 5.2744
H -1.7877 0.5885 6.4143
H -3.8985 0.3029 5.1682
H -3.8735 -0.3556 2.7972
H -3.0692 1.3838 0.7438
H -5.1314 1.9465 -0.4742
H -6.2951 0.2250 -1.8133
H -5.3963 -2.0731 -1.9310
H -3.3559 -2.6684 -0.6912
H -3.3338 -3.0651 2.2822
H -3.1136 -5.5016 2.5522
H -1.1595 -6.6850 1.6192
H 0.5878 -5.4385 0.3984
H 0.3907 -3.0092 0.0993
C 5.1352 -3.7632 -0.8776
N 4.4088 -2.4973 -0.8364
C 3.6420 -2.1144 0.1651
N 3.3674 -2.9381 1.1642
S 3.0513 -0.4670 0.1064
H 5.7350 -3.7825 -1.7816
H 4.4438 -4.6067 -0.9055
H 5.8014 -3.8504 -0.0184
H 4.4865 -1.8661 -1.6225
H 3.7849 -3.8561 1.1985
H 2.9293 -2.5761 2.0095
N 2.4842 -2.8733 -5.5797
C 2.5385 -2.3313 -4.3571
O 3.5468 -2.3022 -3.6699
C 1.2604 -1.7328 -3.7954
C 0.0509 -1.5358 -4.4414
C -0.9923 -0.9557 -3.7268
C -0.8072 -0.6089 -2.4056
N 0.3693 -0.7935 -1.7675
C 1.3684 -1.3344 -2.4769
H 3.3309 -3.2633 -5.9648
H 1.6451 -2.9328 -6.1273
H -0.1024 -1.8097 -5.4775
H -1.9524 -0.7728 -4.1885
H -1.6001 -0.1442 -1.8380
H 2.3208 -1.4519 -1.9913

=====

Record 4
Entry from OMol25: C44H41Cl2N4OS3V as an isolated structure at a distorted geometry (ωB97M-V with the def2-TZVPD basis set).

Output
Total charge: -1
Energy relative to the best compared isomer or geometry (same formula, charge and spin) in kcal per mole: 44.95
2S+1: 2
Frontier orbital gap (alpha / beta) in hartree: 0.18132 / 0.18126
LUMO energy (alpha / beta) in eV: 2.36 / 2.36

CARTESIAN COORDINATES (ANGSTROEM)
V -0.5597 -0.5398 0.5461
S 1.6309 3.0801 0.8600
C 0.0575 3.2222 1.6254
N 0.0260 3.9685 2.8331
C -1.2444 4.0932 3.5075
C -2.3574 4.2188 2.4634
N -2.3473 3.0177 1.6831
C -3.5199 2.1915 1.6177
C -4.0290 1.8762 3.0071
C -5.1125 2.5614 3.5456
C -5.4992 2.3746 4.8664
C -4.7962 1.4943 5.6735
C -3.7229 0.7892 5.1413
C -3.3476 0.9726 3.8204
C -1.0842 2.6589 1.1371
S -1.1017 1.6612 -0.3283
C 1.0208 4.9913 3.0510
C 2.0696 4.6039 4.0725
C 1.7656 4.5569 5.4298
C 2.7236 4.1941 6.3649
C 4.0120 3.8804 5.9528
C 4.3278 3.9333 4.6022
C 3.3619 4.2868 3.6707
H -1.2199 4.9563 4.1775
H -1.4648 3.2056 4.1166
H -2.1631 5.1063 1.8390
H -3.3233 4.3460 2.9546
H -3.2303 1.2783 1.0914
H -4.3260 2.6693 1.0412
H -5.6643 3.2516 2.9158
H -6.3435 2.9233 5.2656
H -5.0829 1.3543 6.7085
H -3.1761 0.0881 5.7581
H -2.5169 0.4109 3.4058
H 0.5176 5.9024 3.4001
H 1.5171 5.2164 2.1061
H 0.7625 4.8042 5.7574
H 2.4678 4.1625 7.4169
H 4.7635 3.5982 6.6795
H 5.3308 3.6911 4.2714
H 3.5895 4.3041 2.6123
N 0.5101 0.1202 2.1784
C 0.3961 -0.7229 3.3285
C 0.0365 -0.1307 4.5292
C -0.1144 -0.8980 5.6730
C 0.0978 -2.2660 5.6075
C 0.4454 -2.8504 4.3996
C 0.6027 -2.1069 3.2304
C 0.9459 -2.7902 1.9451
C 1.7397 -3.9423 2.0091
C 2.1173 -4.6172 0.8639
C 1.6969 -4.1414 -0.3733
C 0.9068 -3.0048 -0.4339
C 0.5009 -2.2962 0.7056
H 0.3357 1.1114 2.3800
H 1.4445 0.0705 1.7684
H -0.1242 0.9414 4.5587
H -0.4004 -0.4255 6.6037
H -0.0285 -2.8828 6.4881
H 0.5568 -3.9253 4.3494
H 2.0960 -4.2961 2.9684
H 2.7431 -5.4994 0.9322
H 1.9947 -4.6515 -1.2837
H 0.5955 -2.6528 -1.4138
C 4.9686 -0.8594 4.8560
C 4.5809 -0.5406 3.4387
C 4.2547 -1.5590 2.5459
C 3.7855 -1.2722 1.2756
C 3.6593 0.0537 0.8744
C 4.0211 1.0827 1.7390
C 4.4772 0.7781 3.0129
S 2.8316 0.5021 -0.6623
C 3.6704 -0.6410 -1.7838
O 1.4569 -0.0863 -0.5721
H 5.3825 -1.8640 4.9374
H 4.0895 -0.8096 5.5024
H 5.7004 -0.1483 5.2377
H 4.3341 -2.5916 2.8598
H 3.4858 -2.0831 0.6271
H 3.8861 2.1100 1.4353
H 4.7240 1.5859 3.6926
H 3.3084 -1.6482 -1.5981
H 4.7459 -0.5692 -1.6379
H 3.4085 -0.3337 -2.7943
Cl -3.0161 -2.7383 3.7491
C -3.2942 -3.0699 2.0719
C -4.0632 -4.1658 1.7169
C -4.2909 -4.4666 0.3832
C -3.7244 -3.6735 -0.6090
C -2.9578 -2.5991 -0.2269
Cl -2.1464 -1.6024 -1.4119
C -2.7124 -2.2340 1.1121
N -1.9161 -1.1560 1.3347
H -4.4807 -4.7825 2.5008
H -4.8907 -5.3246 0.1154
H -3.8707 -3.8931 -1.6567

=====

Question: Which formula does entry 2 have?
Answer: C44H40F5NO3